1 | {"formula": "C7H16N3", "method": "the ωB97M-V functional and the def2-TZVPD basis", "spin_multiplicity": 1, "charge": 1, "orbital_gap_ev": 8.64, "elements": ["C", "C", "C", "C", "C", "C", "C", "N", "N", "N", "H", "H", "H", "H", "H", "H", "H", "H", "H", "H", "H", "H", "H", "H", "H", "H"], "coordinates": [[0.28012, 0.90598, -1.11170], [-1.00349, 0.41361, 0.02168], [1.92675, -0.21588, 0.08832], [-1.84772, 1.62969, 0.27173], [2.10969, 0.97306, 1.04570], [2.77749, -1.42040, 0.24933], [-2.96722, -1.32121, -0.16610], [-0.64085, -0.48074, 0.87585], [-1.45863, -0.97425, -0.17345], [1.30538, -0.06949, -1.05433], [-0.25218, 0.95989, -2.10572], [0.50131, 1.82698, -0.68085], [-2.70642, 1.55918, -0.43814], [-1.28662, 2.52129, 0.11418], [-2.21190, 1.54256, 1.23506], [1.18320, 0.94676, 1.65792], [2.09163, 1.92157, 0.46139], [2.91550, 0.87430, 1.76662], [3.85548, -1.16789, 0.31625], [2.50272, -2.27468, -0.45339], [2.52690, -1.80099, 1.24568], [-3.35843, -0.47855, -0.81651], [-3.18582, -2.35882, -0.63681], [-3.28087, -1.24090, 0.80987], [-0.96704, -1.37105, -1.00928], [1.19100, -0.90003, -1.51329]]}

=====

2 | {"formula": "C7H16N3", "method": "the ωB97M-V functional and the def2-TZVPD basis", "spin_multiplicity": 1, "charge": 1, "orbital_gap_ev": [8.10, 7.72], "elements": ["C", "C", "C", "C", "C", "C", "C", "N", "N", "N", "H", "H", "H", "H", "H", "H", "H", "H", "H", "H", "H", "H", "H", "H", "H", "H"], "coordinates": [[-1.91553, -1.55234, -0.99309], [-2.41926, -0.64309, 0.05156], [-1.27786, 0.02966, 0.83021], [1.10421, 1.78909, 1.26880], [1.60339, -0.76245, 0.99402], [2.05587, 1.06280, -0.94265], [1.27180, 0.53141, 0.30986], [-2.64199, -2.39057, -1.63375], [-0.65711, -1.32944, -1.42116], [-0.15168, 0.37715, -0.09322], [-3.02106, 0.04932, -0.51764], [-3.26788, -1.07424, 0.48287], [-1.61275, 1.00338, 1.34526], [-1.00270, -0.67753, 1.52208], [0.41948, 2.68657, 0.98723], [0.77210, 1.65563, 2.29095], [2.18066, 2.25605, 1.43428], [2.66127, -1.02636, 0.70437], [1.05937, -1.62125, 0.59724], [1.28262, -0.62779, 2.03958], [1.89581, 0.24832, -1.64400], [1.69105, 1.91646, -1.33448], [3.02263, 1.08696, -0.58368], [-2.28026, -2.74248, -2.49132], [-0.30410, -1.27601, -2.37277], [-0.46809, 1.03073, -0.83057]]}

=====

The least stable of them is 2.

=====

1 | {"formula": "C3H5FN2S2", "method": "the ωB97M-V functional and the def2-TZVPD basis", "smiles": "C=C(F)/C(=N/S)NS", "spin_multiplicity": 1, "orbital_gap_ev": 8.79, "elements": ["C", "C", "F", "C", "N", "S", "N", "S", "H", "H", "H", "H", "H"], "coordinates": [[2.12928, -1.19039, -0.47879], [1.46731, -0.10223, -0.09892], [1.99505, 1.09976, 0.13849], [0.00695, -0.06177, 0.00630], [-0.63743, -1.13348, -0.25564], [-2.30664, -1.42861, -0.05062], [-0.62217, 1.04898, 0.57827], [-1.50783, 2.07804, -0.50734], [3.24032, -1.22098, -0.70279], [1.59575, -2.09441, -0.52334], [-2.63867, -0.42307, 0.77599], [0.03240, 1.60122, 1.16334], [-2.75434, 1.82694, -0.04495]]}

=====

2 | {"formula": "C3H5FN2S2", "method": "the ωB97M-V functional and the def2-TZVPD basis", "smiles": "N/N=C(/CF)C(=S)S", "spin_multiplicity": 1, "orbital_gap_ev": 7.94, "elements": ["N", "N", "C", "C", "F", "C", "S", "S", "H", "H", "H", "H", "H"], "coordinates": [[1.46155, 0.54174, 1.66836], [0.88216, -0.37066, 0.97648], [-0.11141, -0.14452, 0.17562], [-0.62191, -1.49796, -0.33046], [-0.38607, -1.44532, -1.73554], [-0.40267, 1.18882, -0.51727], [0.16174, 2.68189, 0.14056], [-1.20270, 1.36216, -2.10681], [2.23954, 0.17023, 2.15338], [1.10984, 1.52828, 1.67359], [-1.71354, -1.65940, -0.23701], [0.04855, -2.23745, 0.16542], [-1.46508, -0.11782, -2.02632]]}

=====

The least stable of them is 2.

=====

1 | {"formula": "C2H2N4O2", "method": "the ωB97M-V functional and the def2-TZVPD basis", "smiles": "O=Cn1nnnc1O", "spin_multiplicity": 1, "orbital_gap_ev": 10.71, "elements": ["O", "C", "N", "N", "N", "N", "C", "O", "H", "H"], "coordinates": [[1.80468, 1.50934, 1.26584], [1.15303, 0.73994, 0.65645], [-0.22435, 0.70097, 0.29264], [-1.41519, 1.24360, 0.35621], [-2.25000, 0.52252, -0.15147], [-1.72690, -0.62585, -0.66405], [-0.36570, -0.52568, -0.44243], [0.70220, -1.22157, -0.70039], [1.58969, -0.14777, 0.26405], [0.73252, -2.19550, -0.87685]]}

=====

2 | {"formula": "C2H2N4O2", "method": "the ωB97M-V functional and the def2-TZVPD basis", "spin_multiplicity": 1, "orbital_gap_ev": 9.59, "elements": ["C", "C", "N", "N", "N", "N", "O", "O", "H", "H"], "coordinates": [[0.08652, -0.88024, 1.66423], [0.59838, -0.75966, -0.46861], [0.76831, -1.47728, 0.58048], [-0.67893, 0.08205, 1.47309], [-0.10389, 0.34340, -0.37397], [-0.52965, 1.42775, -1.16509], [-0.28359, 1.32083, -2.35088], [-1.11100, 2.31546, -0.61138], [0.20408, -1.32328, 2.75087], [1.04978, -1.04904, -1.49875]]}

=====

3 | {"formula": "C2H2N4O2", "method": "the ωB97M-V functional and the def2-TZVPD basis", "smiles": "O/N=c1/cnnno1", "spin_multiplicity": 1, "orbital_gap_ev": 8.61, "elements": ["O", "N", "C", "C", "N", "N", "N", "O", "H", "H"], "coordinates": [[0.72916, -1.16979, 2.02767], [0.30462, -1.36763, 0.73085], [-0.18805, -0.30047, 0.12346], [-0.47259, -0.22220, -1.22902], [-0.34306, 0.93539, -1.88559], [0.13925, 2.09492, -1.20941], [-0.09830, 2.13082, 0.08791], [-0.43496, 0.97937, 0.74917], [1.08901, -2.06236, 2.49056], [-0.72507, -1.01806, -1.88561]]}

=====

4 | {"formula": "C2H2N4O2", "method": "the ωB97M-V functional and the def2-TZVPD basis", "smiles": "[H]/N=c1/nnon1C=O", "spin_multiplicity": 1, "orbital_gap_ev": 9.25, "elements": ["H", "N", "C", "N", "N", "O", "N", "C", "O", "H"], "coordinates": [[0.78648, 2.06839, 0.27857], [-0.19853, 1.91912, 0.06712], [-0.58490, 0.70184, -0.07799], [-1.97482, 0.55474, -0.19472], [-2.18847, -0.66463, -0.16662], [-0.99882, -1.39073, 0.03708], [0.03124, -0.42771, -0.04841], [1.35530, -0.79690, 0.01223], [2.27847, -0.00972, -0.27790], [1.49405, -1.95440, 0.37062]]}

=====

The least stable of them is 2.

=====

1 | {"formula": "C2H2N4O2", "method": "the ωB97M-V functional and the def2-TZVPD basis", "smiles": "[H]/N=c1/nnoc(=O)[nH]1", "spin_multiplicity": 1, "orbital_gap_ev": 10.69, "elements": ["H", "N", "C", "N", "N", "O", "C", "O", "N", "H"], "coordinates": [[-2.27877, -0.88183, -1.48647], [-1.37726, -1.01952, -1.77721], [-0.63862, -0.64177, -0.81964], [0.77240, -0.54485, -1.32632], [1.57506, -0.00348, -0.60770], [1.22677, 0.56112, 0.64499], [-0.00536, 0.59724, 1.08974], [-0.30241, 1.23632, 2.06600], [-0.86832, -0.30341, 0.49823], [-1.96536, -0.13169, 0.66896]]}

=====

2 | {"formula": "C2H2N4O2", "method": "the ωB97M-V functional and the def2-TZVPD basis", "spin_multiplicity": 1, "orbital_gap_ev": 10.64, "elements": ["C", "C", "H", "H", "N", "N", "N", "N", "O", "O"], "coordinates": [[-1.40062, -0.17223, -0.05259], [1.96806, 0.72655, -0.21416], [-2.92811, 0.99037, -0.09208], [2.79176, 1.49950, -0.67196], [0.02852, -0.13821, -0.13428], [0.72862, 1.07934, -0.39152], [2.14433, -0.58854, 0.35820], [1.04901, -1.19102, 0.32492], [-1.88302, 1.12829, 0.57823], [-1.98218, -1.12164, -0.42031]]}

=====

The least stable of them is 2.

=====

1 | {"formula": "C2H6N3P", "method": "the ωB97M-V functional and the def2-TZVPD basis", "spin_multiplicity": 1, "orbital_gap_ev": [8.23, 8.24], "elements": ["C", "C", "N", "N", "N", "P", "H", "H", "H", "H", "H", "H"], "coordinates": [[0.99529, 0.70008, -0.58981], [1.40395, -0.31535, 0.47250], [-0.09983, 0.68900, -1.19899], [0.39693, -1.23123, 0.84015], [-2.39740, 0.49169, -0.18794], [-1.28289, -0.46668, -0.97266], [1.72340, 1.47534, -0.81333], [2.32819, -0.76238, 0.07174], [1.67820, 0.29200, 1.34964], [0.56606, -2.15737, 0.45987], [-2.07842, 1.24130, 0.41333], [-3.23348, 0.04358, 0.15551]]}

=====

2 | {"formula": "C2H6N3P", "method": "the ωB97M-V functional and the def2-TZVPD basis", "spin_multiplicity": 1, "orbital_gap_ev": [7.15, 7.63], "elements": ["C", "C", "N", "N", "N", "P", "H", "H", "H", "H", "H", "H"], "coordinates": [[0.37557, -1.21334, -0.29030], [1.39682, -0.12971, -0.99917], [-0.42645, -0.91800, 0.60577], [1.28589, 1.19110, -0.52234], [-2.31255, 0.54215, 1.03677], [-0.67760, 0.38282, 1.44950], [0.57235, -2.25098, -0.60399], [2.22928, -0.55906, -0.64405], [1.32861, -0.23900, -2.07241], [1.59562, 1.24538, 0.50106], [-2.53787, 0.75208, 0.02393], [-2.82967, 1.19657, 1.51524]]}

=====

The least stable of them is 2.

=====

1 | {"formula": "C4H6NS", "method": "the ωB97M-V functional and the def2-TZVPD basis", "spin_multiplicity": 1, "charge": 1, "orbital_gap_ev": 10.13, "elements": ["C", "C", "C", "C", "N", "S", "H", "H", "H", "H", "H", "H"], "coordinates": [[1.07157, -2.28424, -1.20563], [-0.36309, 0.02705, 1.14463], [1.24094, -1.15964, -2.04987], [-1.09399, 0.68954, 2.15323], [0.09620, -0.58365, 0.29169], [1.21666, -3.48770, -0.31341], [1.96840, -1.36396, -2.98089], [1.57078, -0.36724, -1.51150], [0.24156, -0.81959, -2.62892], [-1.63473, 1.44032, 1.78309], [-0.44589, 1.07101, 2.81570], [-1.75364, 0.08994, 2.64012]]}

=====

2 | {"formula": "C4H6NS", "method": "the ωB97M-V functional and the def2-TZVPD basis", "spin_multiplicity": 1, "charge": 1, "orbital_gap_ev": [7.28, 7.28], "elements": ["C", "C", "C", "C", "N", "S", "H", "H", "H", "H", "H", "H"], "coordinates": [[-2.66833, 0.67905, -0.42765], [-1.46902, 0.02247, -0.14893], [1.95998, -0.39415, 0.30775], [-0.33865, -0.67615, -0.36161], [-2.45652, 0.35922, 0.80223], [2.36806, 1.17428, -0.08518], [-3.38398, 1.10452, -1.09420], [2.23006, -1.15031, -0.41066], [1.79310, -0.68196, 1.33222], [-0.07303, -1.41005, 0.38187], [0.00130, -0.80558, -1.37299], [2.03702, 1.77866, 1.07715]]}

=====

The least stable of them is 2.